29
Properties=species:S:1:pos:R:3:nbo_charge:R:1 method="wB97M-V/def2-TZVPD" e_above_lowest_ev=0.000 homo_energy_ev=-9.6 gap_ev=10.12 multiplicity=1 smiles="NCCP(CN)S(=O)(=O)C(F)(F)C(F)(F)C(F)(F)F"
N 4.3925 0.7615 0.3353 -0.8214
C 3.5056 0.0897 -0.6078 -0.2175
C 2.3164 -0.6402 0.0557 -0.7483
P 0.9514 -0.7863 -1.1589 0.6498
C 0.3817 0.9690 -1.2748 -0.5445
N 0.7628 1.8513 -0.1763 -0.8453
S -0.4024 -1.6813 0.3193 1.8106
O -0.2482 -1.1643 1.6532 -0.9257
O -0.2974 -3.0900 0.0575 -0.9096
C -2.1914 -1.3326 -0.1739 0.4088
F -2.2819 -1.5848 -1.4831 -0.2999
F -2.8875 -2.2555 0.4983 -0.2979
C -2.7976 0.0831 0.1218 0.5463
F -3.1239 0.6702 -1.0344 -0.2956
F -1.8930 0.8646 0.7265 -0.3048
C -4.0697 0.0810 1.0118 0.9277
F -4.5238 1.3356 1.1086 -0.3000
F -5.0243 -0.6722 0.4615 -0.2995
F -3.7871 -0.3723 2.2357 -0.2954
H 4.4349 0.2689 1.2196 0.3533
H 4.0417 1.6910 0.5322 0.3629
H 4.0824 -0.6299 -1.1942 0.1917
H 3.1386 0.8483 -1.3011 0.1925
H 2.5984 -1.6545 0.3522 0.2451
H 1.9993 -0.1125 0.9544 0.2449
H 0.8671 1.3115 -2.1951 0.2261
H -0.6937 0.9593 -1.4925 0.2084
H 0.4723 1.4542 0.7107 0.3679
H 0.2769 2.7372 -0.2621 0.3694

=====

9
Properties=species:S:1:pos:R:3:nbo_charge:R:1 method="wB97M-V/def2-TZVPD" e_above_lowest_ev=1.054 homo_energy_ev=-9.0 gap_ev=9.62 multiplicity=1
C 0.2757 1.0739 -0.4028 -0.0121
C -0.1215 -0.1894 -0.3634 -0.4162
C 2.5336 0.5571 -0.0351 0.8702
N 1.6161 1.3706 -0.1913 -0.5954
O 3.5172 0.0078 0.1478 -0.4791
S 1.0629 -1.4703 -0.0838 0.0362
H -0.2038 2.0277 -0.4301 0.2285
H -1.1226 -0.6275 -0.5234 0.2325
H 0.8204 -1.8091 -1.3087 0.1355

=====

12
Properties=species:S:1:pos:R:3:nbo_charge:R:1 method="wB97M-V/def2-TZVPD" e_above_lowest_ev=1.364 homo_energy_ev=-9.7 gap_ev=10.32 multiplicity=1 smiles=OCc1ocnc1F
C -1.4536 0.3491 0.3893 -0.1426
C -0.0242 0.1418 0.3437 0.1149
C 1.7755 -1.0390 -0.1733 0.3451
C 0.9939 0.8927 -0.1599 0.4856
H -1.6389 -1.0196 -0.8028 0.4607
H -1.6189 1.4057 0.4142 0.2190
H -2.0045 -0.0076 1.3501 0.1884
H 2.4349 -1.9782 -0.5108 0.2236
N 2.1242 0.1628 -0.4510 -0.4816
O -2.0771 -0.0762 -0.8137 -0.6705
O 0.5682 -1.1297 0.4383 -0.4206
F 0.9204 2.2983 -0.0240 -0.3219

=====

84
Properties=species:S:1:pos:R:3:lowdin_charge:R:1 method="wB97M-V/def2-TZVPD" e_above_lowest_ev=1.892 homo_energy_ev="-6.6 / -6.6" gap_ev="6.44 / 6.45" multiplicity=1
Mo -0.2568 -0.0522 0.8468 0.6350
C -0.9891 3.3903 3.0672 -0.2311
Si -0.1964 2.1844 1.7979 0.5348
C -1.1321 2.7062 0.1366 -0.2924
C -0.8958 3.9873 -0.3521 -0.0987
C -1.6125 4.5181 -1.4108 -0.0719
C -2.5933 3.7633 -2.0343 -0.0771
C -2.8239 2.4715 -1.6059 -0.0962
C -2.1044 1.9408 -0.5341 -0.3968
P -2.3990 0.2103 -0.0553 0.9230
C -4.2256 0.0960 -0.0075 -0.3421
C -4.8688 0.8709 0.9560 -0.0924
C -6.2493 0.8900 1.0232 -0.0797
C -6.9946 0.1189 0.1430 -0.0867
C -6.3571 -0.6806 -0.7916 -0.0815
C -4.9750 -0.6894 -0.8767 -0.0866
C -1.9016 -0.8116 -1.4767 -0.3693
C -1.0658 -0.3257 -2.4838 -0.0895
C -0.3946 -1.1990 -3.3168 -0.0744
C -0.5541 -2.5700 -3.1679 -0.0670
C -1.4072 -3.0647 -2.1923 -0.0801
C -2.0707 -2.1969 -1.3492 -0.1241
C 1.5654 2.8937 1.4287 -0.3138
C 1.9955 4.1597 1.8121 -0.1098
C 3.2626 4.6216 1.4978 -0.0822
C 4.1356 3.8268 0.7713 -0.0807
C 3.7404 2.5580 0.3904 -0.0881
C 2.4766 2.0878 0.7386 -0.3935
P 2.0075 0.3766 0.3077 0.9330
C 2.6392 0.3124 -1.4077 -0.3368
C 3.6509 -0.5158 -1.8832 -0.0787
C 4.0094 -0.4774 -3.2209 -0.0804
C 3.3791 0.3946 -4.0928 -0.0890
C 2.3721 1.2291 -3.6261 -0.0884
C 2.0009 1.1798 -2.2963 -0.1171
C 3.1072 -0.6544 1.3082 -0.3445
C 3.1618 -2.0119 0.9942 -0.1339
C 3.7825 -2.9003 1.8488 -0.0761
C 4.3331 -2.4422 3.0364 -0.0852
C 4.2698 -1.0969 3.3611 -0.0790
C 3.6588 -0.2004 2.5018 -0.0722
H -1.0063 4.4162 2.7131 0.0136
H -0.4398 3.3624 4.0015 0.0158
H -2.0124 3.0979 3.2762 0.0080
H -0.1376 4.5983 0.1207 0.0950
H -1.4138 5.5241 -1.7478 0.1033
H -3.1666 4.1734 -2.8524 0.1032
H -3.5728 1.8547 -2.0888 0.1119
H -4.2684 1.4594 1.6426 0.1059
H -6.7485 1.5034 1.7603 0.1041
H -8.0740 0.1413 0.1850 0.1017
H -6.9373 -1.2977 -1.4627 0.1034
H -4.4791 -1.2994 -1.6189 0.0936
H -0.9433 0.7427 -2.6120 0.0942
H 0.2791 -0.8142 -4.0678 0.0992
H -0.0086 -3.2469 -3.8077 0.1042
H -1.5286 -4.1322 -2.0641 0.1094
H -2.6994 -2.5847 -0.5562 0.1138
H 1.3271 4.7997 2.3720 0.0923
H 3.5726 5.6081 1.8126 0.1006
H 5.1192 4.1899 0.5095 0.1011
H 4.4119 1.9216 -0.1731 0.1103
H 4.1748 -1.1774 -1.2094 0.0941
H 4.7925 -1.1295 -3.5837 0.1034
H 3.6725 0.4294 -5.1333 0.1017
H 1.8807 1.9172 -4.3019 0.1073
H 1.2198 1.8368 -1.9202 0.1008
H 2.6855 -2.3541 0.0845 0.0855
H 3.8156 -3.9535 1.6048 0.1048
H 4.7941 -3.1439 3.7164 0.1007
H 4.6855 -0.7487 4.2959 0.1029
H 3.6003 0.8487 2.7584 0.1057
C -0.2148 -1.8908 1.1773 -0.1955
C -0.3471 -3.2540 1.3957 -0.3490
C -1.2450 -3.7756 2.3513 -0.0423
C -1.3872 -5.1371 2.5039 -0.0917
C -0.6305 -6.0203 1.7424 -0.0936
C 0.2270 -5.5243 0.7707 -0.0939
C 0.3530 -4.1687 0.5839 -0.0715
H -1.8141 -3.0802 2.9537 0.1106
H -2.0878 -5.5297 3.2297 0.1011
H -0.7055 -7.0870 1.8996 0.0974
H 0.7934 -6.2023 0.1469 0.1012
H 0.9867 -3.7751 -0.1966 0.0968

=====

117
Properties=species:S:1:pos:R:3:mulliken_spin:R:1 method="wB97M-V/def2-TZVPD" s2=6.01 homo_energy_ev="-7.6 / -7.1" gap_ev="7.98 / 7.45" multiplicity=5
Fe 0.5914 -0.4183 1.9094 3.6747
O 0.0656 1.2979 0.9540 0.0336
C -0.7340 1.0339 -0.1631 -0.0289
C -1.2451 -0.4249 -0.2642 0.0166
O -0.7203 -1.3852 0.6082 0.0780
H -0.2605 1.3521 -1.1061 0.0099
H -1.6271 1.6820 -0.1043 0.0062
H -1.1160 -0.7553 -1.3110 -0.0046
H -2.3530 -0.4453 -0.2406 0.0030
N 2.3786 -0.7831 0.6762 0.0046
C 2.6253 -1.9531 0.0687 0.0150
C 3.6307 -2.1544 -0.8650 -0.0013
C 4.3788 -1.0419 -1.2079 0.0022
C 4.1156 0.1970 -0.6426 0.0026
C 3.1650 0.2553 0.3594 0.0151
H 1.9718 -2.7607 0.3838 0.0031
H 3.8618 -3.1290 -1.2653 0.0001
H 5.1950 -1.1526 -1.9140 -0.0001
H 4.6782 1.0522 -0.9882 0.0000
H 2.8923 1.2299 0.7501 0.0113
N -1.0548 -0.2297 3.6556 0.0076
C -0.8951 -0.4848 4.9581 0.0138
C -1.8841 -0.3087 5.9126 0.0005
C -3.1206 0.1625 5.5092 0.0002
C -3.2755 0.5339 4.1838 0.0015
C -2.2385 0.2778 3.2965 0.0246
H 0.0475 -0.9377 5.2470 0.0020
H -1.6532 -0.6528 6.9114 -0.0001
H -3.9535 0.2676 6.1925 0.0000
H -4.2005 0.9484 3.8095 0.0002
H -2.3694 0.4485 2.2337 -0.0062
N 1.9240 0.7920 3.3140 0.0523
C 1.3248 1.8823 3.7814 0.0099
C 1.8222 2.6754 4.8144 0.0020
C 3.0414 2.3251 5.3497 -0.0022
C 3.7467 1.2505 4.8076 0.0037
C 3.1566 0.5441 3.7825 0.0098
H 0.3258 2.0974 3.4220 -0.0011
H 1.3296 3.5772 5.1459 0.0000
H 3.4932 2.8540 6.1813 -0.0003
H 4.7433 1.0260 5.1582 0.0001
H 3.7433 -0.2648 3.3618 -0.0013
N 1.0662 -2.3184 2.9816 0.0350
C 2.2531 -2.8784 3.2883 -0.0037
C 2.4017 -4.1439 3.8186 0.0050
C 1.2838 -4.9306 4.0208 -0.0056
C 0.0489 -4.3786 3.7094 0.0036
C -0.0039 -3.0925 3.1921 -0.0060
H 3.1015 -2.2719 3.0021 -0.0014
H 3.4083 -4.4453 4.0783 0.0003
H 1.2920 -5.9198 4.4591 -0.0004
H -0.8220 -5.0191 3.7123 0.0002
H -0.9984 -2.7108 3.0011 0.0011
N 2.4106 3.9891 -3.1176 0.0000
C 2.2576 3.6067 -1.8457 -0.0017
C 3.1824 3.8422 -0.8408 0.0004
C 4.3523 4.5234 -1.1595 0.0002
C 4.5139 4.9274 -2.4766 0.0000
C 3.5702 4.5656 -3.4235 0.0000
H 1.2872 3.2194 -1.5502 0.0009
H 2.9420 3.5995 0.1865 -0.0003
H 5.1258 4.7807 -0.4485 0.0000
H 5.4118 5.4296 -2.8153 0.0000
H 3.7263 4.8205 -4.4664 0.0000
N 0.8677 -0.6009 -6.2934 0.0000
C 0.4888 -1.1678 -5.1580 0.0001
C 0.2909 -0.4288 -3.9900 0.0008
C 0.6055 0.9189 -3.9537 -0.0002
C 1.1313 1.4622 -5.1201 0.0000
C 1.1590 0.7130 -6.2782 0.0000
H 0.3721 -2.2445 -5.1352 0.0000
H -0.0472 -0.8492 -3.0486 -0.0005
H 0.5790 1.5030 -3.0475 0.0009
H 1.5401 2.4650 -5.1417 0.0000
H 1.6040 1.0776 -7.1948 0.0000
C -0.9604 -5.0271 0.3449 0.0004
O 0.0559 -4.0678 0.1048 0.0000
H -1.3111 -4.9849 1.3834 -0.0002
H -1.8420 -4.8435 -0.2755 -0.0001
H -0.5464 -6.0195 0.1768 0.0000
H -0.3609 -3.1851 0.1529 0.0058
C -0.5081 4.6898 1.3408 -0.0002
O 0.6393 3.8847 1.4947 0.0006
H -1.3937 4.2857 1.8449 -0.0001
H -0.2725 5.6902 1.7009 0.0000
H -0.7863 4.7885 0.2828 -0.0001
H 0.4275 3.0150 1.0825 0.0034
C -4.1052 -2.2005 1.3609 -0.0009
O -2.8933 -2.6907 1.8717 0.0005
H -4.2311 -2.3818 0.2885 0.0001
H -4.9233 -2.7239 1.8598 0.0000
H -4.2354 -1.1309 1.5651 0.0001
H -2.1351 -2.3263 1.3765 0.0046
F -2.4952 1.7699 -3.5151 -0.0001
C -3.0983 2.9397 -3.2698 -0.0005
C -2.7325 3.6503 -2.1387 0.0024
C -3.2765 4.9083 -1.9294 0.0001
C -4.1831 5.4660 -2.8215 0.0000
C -4.5541 4.7283 -3.9431 0.0001
C -4.0314 3.4567 -4.1383 -0.0001
H -1.9610 3.2666 -1.4843 -0.0025
H -2.9142 5.4557 -1.0679 0.0000
H -4.6228 6.4321 -2.6164 0.0000
H -5.2676 5.1145 -4.6572 0.0000
H -4.3287 2.9013 -5.0202 0.0000
F -4.1111 -5.8923 -4.0880 0.0000
C -3.0036 -5.2068 -3.7311 0.0000
C -1.7417 -5.7505 -3.8902 0.0000
C -0.6483 -4.9595 -3.5621 0.0000
C -0.8135 -3.6729 -3.0519 -0.0003
C -2.0885 -3.1420 -2.9173 0.0012
C -3.1883 -3.9252 -3.2549 0.0003
H -1.5268 -6.7472 -4.2500 0.0000
H 0.3573 -5.3038 -3.7640 0.0000
H 0.0597 -3.0775 -2.8187 0.0000
H -2.2012 -2.1660 -2.4698 -0.0018
H -4.1962 -3.5410 -3.1675 0.0000

=====

79
Properties=species:S:1:pos:R:3:mulliken_spin:R:1 method="wB97M-V/def2-TZVPD" s2=0.78 e_above_lowest_ev=2.234 homo_energy_ev="-3.2 / -4.8" gap_ev="5.28 / 6.95" total_charge=-1 multiplicity=2
Ti -0.6443 -0.2619 0.5222 0.0608
O -2.3191 -3.5973 4.6082 0.0000
C -3.1026 -2.6876 3.8610 0.0000
C -2.1722 -1.8022 3.0064 -0.0003
C -3.0634 -0.7578 2.2916 -0.0037
O -2.3341 0.0717 1.4107 -0.0094
C -1.1907 -1.0840 3.9313 -0.0003
Se 0.1699 0.0312 2.9759 -0.0007
C -1.4070 -2.7216 2.0373 0.0008
Se -1.9057 -2.5031 0.1288 -0.0015
H -2.9060 -4.1448 5.1390 0.0000
H -3.7014 -2.0569 4.5365 0.0000
H -3.7854 -3.2297 3.1858 0.0000
H -3.5458 -0.1372 3.0556 0.0072
H -3.8454 -1.2798 1.7175 -0.0048
H -2.4586 1.1334 1.6752 0.0129
H -0.6286 -1.8115 4.5190 0.0000
H -1.7267 -0.4239 4.6171 0.0000
H -1.5800 -3.7689 2.2944 -0.0001
H -0.3278 -2.5256 2.0836 -0.0005
O 0.7369 0.6357 -2.9643 -0.0043
C -0.1328 0.6908 -2.1082 -0.0013
O -0.4213 -0.2858 -1.3128 -0.0055
C -1.0085 1.8943 -1.9060 -0.0562
C -1.4997 2.6454 -2.9535 0.1346
C -2.4459 3.6477 -2.6889 -0.0470
C -2.9316 3.8330 -1.4048 0.1481
C -2.4319 3.0897 -0.3277 -0.0600
C -1.3662 2.1506 -0.5623 0.1289
O -0.7156 1.5426 0.3884 -0.0013
N -3.0204 3.2496 0.9131 0.2567
O -2.6786 2.4876 1.8971 0.1101
O -3.9121 4.1021 1.0763 0.3135
N -2.9333 4.4494 -3.7547 0.0003
O -2.4986 4.2367 -4.8822 -0.0091
O -3.7588 5.3199 -3.5027 -0.0107
H -1.1863 2.4488 -3.9652 0.0132
H -3.7201 4.5469 -1.2132 0.0325
O 1.1699 -1.2101 0.4650 -0.0048
P 2.4751 -1.8657 0.1347 0.0022
N 3.6332 -0.7522 -0.2730 0.0003
C 5.0432 -1.1337 -0.3268 0.0000
C 5.6991 -0.1216 -1.2721 0.0000
C 4.5404 0.3726 -2.1387 0.0000
C 3.3751 0.3838 -1.1534 -0.0001
N 3.2324 -2.5843 1.4371 0.0004
C 3.4226 -1.7674 2.6369 -0.0003
C 3.3638 -2.7562 3.7984 0.0000
C 3.7961 -4.0669 3.1442 0.0000
C 3.0781 -3.9874 1.8002 -0.0001
N 2.2948 -3.1163 -0.9560 -0.0003
C 0.9520 -3.6406 -1.2086 -0.0010
C 1.1599 -4.6535 -2.3206 0.0001
C 2.2120 -3.9511 -3.1705 0.0000
C 3.1428 -3.3437 -2.1198 0.0000
H 5.1486 -2.1594 -0.6925 0.0000
H 5.4841 -1.0921 0.6734 0.0000
H 6.5027 -0.5717 -1.8537 0.0000
H 6.1132 0.7103 -0.7002 0.0000
H 4.3461 -0.3251 -2.9555 0.0000
H 4.7228 1.3567 -2.5636 0.0000
H 2.4103 0.2934 -1.6537 0.0005
H 3.3856 1.3074 -0.5610 0.0003
H 2.6504 -0.9959 2.7201 0.0002
H 4.4023 -1.2771 2.5963 0.0000
H 2.3402 -2.8365 4.1622 0.0000
H 4.0049 -2.4603 4.6254 0.0000
H 3.5246 -4.9534 3.7163 0.0000
H 4.8761 -4.0663 2.9804 0.0000
H 2.0243 -4.2694 1.9174 0.0000
H 3.5245 -4.6216 1.0299 0.0000
H 0.2755 -2.8475 -1.5454 0.0003
H 0.5410 -4.0836 -0.3010 -0.0003
H 0.2402 -4.8519 -2.8631 0.0000
H 1.5525 -5.5918 -1.9247 0.0000
H 1.7381 -3.1562 -3.7445 0.0000
H 2.7391 -4.6211 -3.8473 0.0000
H 3.6080 -2.4208 -2.4718 0.0000
H 3.9357 -4.0589 -1.8540 0.0000

=====

Let's list E_tot in order: -1933.18778 -644.24819 -459.84854 -2738.57758 -3992.70056 -7956.10578 hartree.